DFT (ωB97M-V/def2-TZVPD) results for C51H54N4O7P5Tl as an isolated structure.

```
122
Properties=species:S:1:pos:R:3:forces:R:3:lowdin_charge:R:1
Tl -0.891 0.429 1.006 -0.1 -0.2 0.0 0.83
N -5.143 -0.519 3.281 0.1 -0.2 -0.4 0.13
C -3.745 -0.896 3.728 0.4 0.2 -0.3 -0.48
C -3.724 -1.448 5.142 -0.2 -0.1 0.0 -0.08
P -2.770 0.671 3.543 -0.3 0.4 0.5 0.24
O -3.391 1.522 4.794 0.2 -0.1 -0.1 -0.15
O -3.295 1.266 2.276 0.0 -0.1 -0.1 -0.36
O -1.304 0.509 3.756 0.0 -0.2 0.0 -0.37
P -3.251 -2.152 2.403 -0.3 -0.4 -0.1 0.36
O -2.943 -3.491 3.245 0.1 0.0 0.0 -0.14
O -4.575 -2.322 1.695 0.0 0.0 0.1 -0.30
O -2.034 -1.795 1.623 0.1 0.2 0.0 -0.43
H -5.085 0.413 2.851 -0.1 0.0 0.0 0.12
H -5.843 -0.560 4.014 0.1 0.1 0.1 0.15
H -5.284 -1.278 2.471 0.0 0.2 0.3 0.09
H -4.176 -0.738 5.837 0.0 0.0 0.0 0.08
H -2.689 -1.608 5.441 0.0 -0.1 0.0 0.09
H -4.252 -2.400 5.205 0.1 0.0 0.0 0.08
H -2.703 1.629 5.463 -0.1 0.0 0.0 0.07
H -1.988 -3.654 3.262 0.0 0.1 -0.1 0.05
N -1.647 4.219 0.231 0.0 -0.2 0.0 -0.10
P -0.034 3.610 0.331 0.1 0.9 0.4 1.01
C 0.826 4.684 -0.887 0.1 -0.3 -0.1 -0.38
C 2.220 4.663 -0.868 0.0 0.1 0.0 -0.10
C 2.952 5.247 -1.891 0.0 0.0 0.0 -0.08
C 2.290 5.845 -2.954 0.0 0.0 -0.1 -0.09
C 0.903 5.878 -2.977 0.0 0.0 0.0 -0.08
C 0.174 5.303 -1.947 0.0 0.0 0.1 -0.10
C 0.516 4.479 1.866 0.0 -0.2 0.0 -0.35
C 0.811 3.666 2.961 -0.1 0.0 -0.1 -0.11
C 1.343 4.205 4.124 0.0 0.0 0.0 -0.08
C 1.573 5.570 4.206 0.0 0.0 0.0 -0.09
C 1.257 6.394 3.132 0.0 0.1 0.0 -0.09
C 0.738 5.852 1.966 0.0 0.0 0.0 -0.09
C -2.785 3.478 -0.014 -0.1 -0.1 -0.1 -0.38
C -4.054 4.059 0.134 0.0 0.1 0.0 -0.01
C -5.167 3.308 -0.161 0.1 0.0 0.0 -0.07
C -5.018 1.992 -0.595 -0.1 -0.1 0.0 -0.08
C -3.739 1.497 -0.701 0.0 0.1 0.1 -0.15
N -2.646 2.218 -0.428 0.0 0.1 -0.2 -0.01
H -1.817 5.160 0.552 0.0 0.0 0.0 0.11
H 2.732 4.178 -0.043 0.1 0.0 0.0 0.09
H 4.034 5.219 -1.875 0.0 0.0 0.0 0.10
H 2.854 6.270 -3.774 0.0 0.0 0.0 0.10
H 0.384 6.325 -3.816 0.0 0.0 0.0 0.10
H -0.908 5.300 -1.983 0.0 0.0 0.0 0.10
H 0.619 2.600 2.892 0.1 0.0 0.1 0.07
H 1.585 3.556 4.956 0.0 0.0 0.0 0.11
H 2.005 5.994 5.104 0.0 0.0 0.0 0.10
H 1.426 7.461 3.199 0.0 0.0 0.0 0.10
H 0.520 6.498 1.123 0.1 0.0 0.0 0.11
H -4.140 5.084 0.471 0.0 0.0 0.0 0.11
H -6.155 3.737 -0.049 0.0 0.0 0.0 0.11
H -5.870 1.378 -0.848 0.0 0.0 0.0 0.10
H -3.555 0.474 -1.016 0.0 0.0 0.0 0.12
C 3.114 -2.185 -0.693 -0.1 0.1 -0.4 -0.34
N 2.316 -2.976 -1.613 -0.3 -0.1 0.2 -0.21
C 1.748 -2.341 -2.794 0.1 0.3 0.4 -0.30
P 0.108 -1.459 -2.513 0.1 -0.3 -0.3 1.07
C 0.010 -0.568 -4.126 -0.1 0.2 0.3 -0.39
C 1.091 0.149 -4.638 0.0 0.0 0.0 -0.11
C 0.949 0.933 -5.775 0.0 0.0 0.0 -0.08
C -0.279 1.032 -6.408 0.0 0.0 0.0 -0.09
C -1.374 0.363 -5.879 0.0 0.0 0.0 -0.08
C -1.235 -0.418 -4.744 0.1 0.0 0.0 -0.10
C -1.046 -2.849 -2.847 0.0 0.2 0.2 -0.42
C -1.925 -3.204 -1.826 0.1 0.0 0.0 -0.09
C -2.874 -4.200 -2.029 0.0 0.0 0.1 -0.07
C -2.949 -4.843 -3.254 0.0 0.0 0.0 -0.08
C -2.055 -4.511 -4.269 0.0 0.0 -0.1 -0.08
C -1.106 -3.524 -4.068 -0.1 0.0 0.1 -0.12
C 2.568 -4.361 -1.701 0.0 -0.1 -0.1 -0.26
C 3.830 -4.907 -1.468 0.0 0.0 0.0 -0.03
C 4.042 -6.271 -1.617 0.0 0.0 0.0 -0.09
C 3.005 -7.112 -1.986 0.0 -0.1 0.0 -0.10
C 1.736 -6.581 -2.181 0.0 0.1 0.0 -0.08
C 1.518 -5.221 -2.041 0.1 0.0 0.0 -0.02
P 2.119 -0.876 0.204 0.3 -0.3 0.2 1.00
C 3.453 -0.008 1.123 -0.1 0.0 -0.1 -0.39
C 4.474 -0.656 1.816 0.0 0.1 0.0 -0.08
C 5.381 0.076 2.565 0.0 -0.1 0.0 -0.08
C 5.281 1.462 2.633 0.0 0.0 0.0 -0.08
C 4.271 2.115 1.944 0.0 0.1 0.0 -0.08
C 3.360 1.380 1.196 0.1 -0.1 -0.1 -0.11
C 1.493 -1.894 1.608 -0.1 0.1 0.0 -0.40
C 1.232 -1.254 2.823 0.1 -0.2 -0.1 -0.15
C 0.751 -1.965 3.909 0.0 0.0 0.0 -0.08
C 0.522 -3.330 3.797 0.0 0.0 0.0 -0.10
C 0.741 -3.966 2.584 0.0 -0.1 0.0 -0.08
C 1.214 -3.253 1.489 -0.1 0.0 0.0 -0.07
H 3.932 -1.652 -1.203 0.1 -0.1 0.0 0.10
H 3.535 -2.874 0.038 0.1 0.1 0.0 0.08
H 1.589 -3.101 -3.556 0.1 0.0 -0.1 0.09
H 2.463 -1.609 -3.188 0.0 0.0 0.0 0.07
H 2.055 0.121 -4.146 0.0 0.0 0.0 0.09
H 1.800 1.486 -6.152 0.0 0.0 0.0 0.10
H -0.386 1.637 -7.298 0.0 0.0 0.0 0.10
H -2.347 0.464 -6.344 0.0 0.0 0.0 0.10
H -2.102 -0.909 -4.321 0.0 0.0 -0.1 0.10
H -1.871 -2.696 -0.868 0.0 0.0 0.0 0.08
H -3.561 -4.448 -1.229 0.0 0.0 0.0 0.11
H -3.705 -5.598 -3.427 0.0 0.0 0.0 0.10
H -2.112 -5.017 -5.225 0.0 0.0 0.0 0.10
H -0.422 -3.259 -4.866 0.0 0.0 0.0 0.11
H 4.659 -4.265 -1.196 0.0 0.0 0.0 0.11
H 5.035 -6.674 -1.461 0.0 0.0 0.0 0.10
H 3.180 -8.172 -2.117 0.0 0.0 0.0 0.10
H 0.905 -7.226 -2.435 0.0 0.0 0.0 0.10
H 0.527 -4.810 -2.180 0.0 0.0 0.0 0.10
H 4.553 -1.736 1.784 0.0 0.0 0.0 0.11
H 6.167 -0.441 3.101 0.0 0.0 0.0 0.10
H 5.989 2.026 3.227 0.0 0.0 0.0 0.10
H 4.187 3.194 1.991 0.0 0.0 0.0 0.10
H 2.561 1.878 0.657 0.0 0.0 0.0 0.07
H 1.427 -0.192 2.927 0.0 0.0 0.1 0.09
H 0.548 -1.444 4.835 0.0 0.0 0.0 0.11
H 0.180 -3.896 4.656 0.0 0.0 0.0 0.11
H 0.546 -5.028 2.486 0.0 0.0 0.0 0.11
H 1.355 -3.763 0.544 0.0 0.0 0.0 0.09
O -0.377 2.436 -2.048 -0.1 -0.2 -0.6 -0.12
H 0.288 1.747 -1.935 -0.1 -0.1 0.0 0.02
H -1.220 2.066 -1.730 0.2 -0.1 0.1 0.00
```
Positions in Å, forces in eV/Å.

As for the HOMO energy: -7.677 eV. The largest force on an atom is 0.019 hartree/bohr. The relative energy (zero: lowest compared OMol25 entry of this formula, charge and spin) is 0.0 kcal/mol. As for the multiplicity: 1. For the LUMO energy, the calculation gives 0.508 eV.